(1)
{
  "formula": "C6H12O",
  "method": "the ωB97M-V functional and the def2-TZVPD basis",
  "elements": ["C", "C", "C", "C", "O", "H", "H", "H", "H", "H", "H", "H", "H", "C", "C", "H", "H", "H", "H"],
  "coordinates": [[2.18337, -1.11449, -1.44765], [1.24086, -0.15584, -0.72410], [-0.16931, -0.68938, -0.70021], [-1.33243, 0.15586, -0.94704], [-0.84118, -0.71418, -1.95673], [3.20209, -0.71655, -1.48943], [2.22060, -2.08796, -0.94474], [1.83416, -1.27720, -2.47216], [1.58256, 0.01094, 0.30650], [1.24002, 0.81935, -1.22664], [-0.31831, -1.59531, -0.10578], [-2.29858, -0.11041, -0.51872], [-1.18601, 1.22064, -1.13427], [-0.56759, 1.00876, 2.15767], [-1.88589, 1.07746, 2.29760], [0.00158, 1.80639, 1.68547], [-0.00164, 0.14834, 2.50705], [-2.45286, 0.27596, 2.76439], [-2.45146, 1.93763, 1.94880]],
  "forces_ev_per_angstrom": [[0.040, -0.055, -0.047], [-0.012, 0.057, 0.024], [0.170, -0.033, 0.183], [-0.162, 0.184, 0.174], [-0.020, -0.092, -0.235], [-0.140, -0.060, 0.007], [-0.004, 0.137, -0.065], [0.074, 0.004, 0.130], [-0.083, -0.030, -0.149], [-0.017, -0.126, 0.061], [0.007, 0.127, -0.108], [0.158, 0.007, -0.093], [0.003, -0.168, 0.020], [-0.170, 0.025, 0.062], [0.179, 0.010, 0.016], [-0.102, -0.101, 0.076], [-0.092, 0.111, -0.042], [0.091, 0.106, -0.054], [0.079, -0.103, 0.040]],
  "mulliken_charge": [-1.287, -0.331, 0.173, -0.544, -0.469, 0.360, 0.335, 0.308, 0.245, 0.274, 0.387, 0.288, 0.265, -0.475, -0.509, 0.235, 0.229, 0.247, 0.268],
  "largest_force_ha_per_bohr": 0.006,
  "total_charge": 0,
  "multiplicity": 1,
  "e_homo_ev": -10.12,
  "e_tot_ev": -8461.93981
}



(2)
{
  "formula": "C6H12O",
  "method": "the ωB97M-V functional and the def2-TZVPD basis",
  "elements": ["C", "C", "C", "C", "C", "C", "O", "H", "H", "H", "H", "H", "H", "H", "H", "H", "H", "H", "H"],
  "coordinates": [[0.82638, -1.12858, 1.60039], [0.87329, -1.37261, 0.09265], [1.68287, -0.54268, -0.79514], [0.13540, -0.22998, -0.98089], [-0.80273, 0.74437, -0.21164], [-1.36431, 2.13928, -0.60833], [-1.98407, 0.02676, 0.17068], [1.36900, -0.22520, 1.90330], [1.22820, -1.94772, 2.21821], [-0.22188, -1.00835, 1.87748], [0.78907, -2.43437, -0.16404], [2.32920, 0.20191, -0.33034], [2.16032, -1.05860, -1.63123], [-0.39300, -0.72726, -1.79944], [-0.18914, 0.95041, 0.66227], [-0.59404, 2.85242, -0.91212], [-1.83246, 2.54199, 0.30607], [-2.16325, 2.12322, -1.35947], [-1.84885, -0.90502, -0.03840]],
  "forces_ev_per_angstrom": [[-0.257, 0.204, -0.149], [-1.120, 0.490, -0.448], [-0.830, 0.920, -0.653], [0.724, -1.750, 1.530], [0.717, 0.004, 0.358], [0.284, -0.206, -0.170], [0.164, -0.226, -0.097], [-0.140, -0.097, -0.161], [-0.031, 0.080, -0.564], [0.028, 0.077, 0.323], [-0.226, 0.489, -0.198], [-0.240, 0.040, -0.148], [-0.205, 0.378, 0.067], [0.596, 0.031, -0.027], [-0.163, 0.173, 0.561], [0.047, -0.180, -0.037], [0.219, -0.220, -0.291], [0.355, -0.297, -0.021], [0.080, 0.090, 0.126]],
  "mulliken_charge": [-1.202, 0.230, -0.762, -0.539, 0.711, -1.399, -0.582, 0.320, 0.369, 0.236, 0.392, 0.252, 0.266, 0.330, 0.003, 0.337, 0.328, 0.335, 0.375],
  "largest_force_ha_per_bohr": 0.047,
  "total_charge": 0,
  "multiplicity": 1,
  "e_homo_ev": -9.21,
  "e_tot_ev": -8462.11727
}



(3)
{
  "formula": "C6H12O",
  "method": "the ωB97M-V functional and the def2-TZVPD basis",
  "elements": ["C", "C", "C", "C", "H", "H", "H", "H", "H", "H", "H", "H", "C", "C", "O", "H", "H", "H", "H"],
  "coordinates": [[-0.59781, 1.55895, 1.43587], [-1.37332, 0.51202, 1.16745], [-1.63869, -0.03914, -0.20445], [-1.41427, -1.55283, -0.30191], [-0.47888, 1.93021, 2.45072], [-0.06737, 2.07217, 0.63702], [-1.92383, 0.02244, 1.97360], [-1.02916, 0.48793, -0.94841], [-2.68885, 0.19144, -0.43052], [-1.72709, -1.93794, -1.27833], [-0.35849, -1.81634, -0.16287], [-1.98279, -2.09137, 0.46552], [2.24773, -0.34563, -0.20955], [2.06295, 0.67278, -1.29817], [1.24940, 1.56724, -1.29233], [1.50308, -0.22115, 0.58096], [2.19725, -1.35636, -0.63355], [3.25691, -0.22343, 0.20286], [2.76324, 0.56902, -2.15392]],
  "forces_ev_per_angstrom": [[-0.090, -0.124, -0.019], [0.033, 0.148, 0.070], [-0.037, 0.061, -0.037], [-0.001, -0.071, 0.010], [-0.037, -0.057, -0.138], [-0.050, -0.086, 0.169], [0.161, 0.038, -0.026], [-0.108, -0.062, 0.178], [0.103, -0.145, -0.114], [0.042, 0.069, 0.132], [-0.174, 0.109, -0.008], [0.043, 0.102, -0.106], [-0.084, 0.059, 0.088], [-0.139, 0.233, -0.045], [0.397, -0.429, -0.038], [0.116, -0.011, -0.141], [0.008, 0.173, 0.043], [-0.114, -0.039, -0.041], [-0.069, 0.032, 0.020]],
  "mulliken_charge": [-0.759, -0.170, -0.137, -1.035, 0.247, 0.272, 0.274, 0.170, 0.312, 0.325, 0.180, 0.332, -0.878, 0.154, -0.451, 0.185, 0.280, 0.355, 0.343],
  "largest_force_ha_per_bohr": 0.011,
  "total_charge": 0,
  "multiplicity": 1,
  "e_homo_ev": -9.39,
  "e_tot_ev": -8462.99616
}



(4)
{
  "formula": "C6H12O",
  "method": "the ωB97M-V functional and the def2-TZVPD basis",
  "elements": ["C", "O", "C", "C", "C", "C", "C", "H", "H", "H", "H", "H", "H", "H", "H", "H", "H", "H", "H"],
  "coordinates": [[-1.58521, -1.71405, 1.00191], [-2.61117, -1.72605, 0.01549], [-1.25940, -0.25464, 1.38644], [-0.73836, 0.61424, 0.24450], [0.72707, 0.44260, -0.00811], [1.46786, 1.32359, -0.74434], [2.63531, 1.09629, -1.63750], [-1.96591, -2.19774, 1.90731], [-0.66128, -2.27894, 0.85046], [-2.16597, -1.98595, -0.79980], [-2.19219, 0.20635, 1.71191], [-0.48436, -0.34824, 2.15809], [-1.35486, 0.33211, -0.62594], [-0.86340, 1.70486, 0.33091], [0.95904, -0.58959, 0.27359], [1.12978, 2.35440, -0.60517], [3.12101, 2.03920, -1.86600], [2.48137, 0.48626, -2.52837], [3.36066, 0.49530, -1.06539]],
  "forces_ev_per_angstrom": [[-0.480, 0.929, 1.118], [1.336, -0.395, -0.244], [0.311, -0.770, 0.161], [0.928, 0.902, -0.152], [-2.306, -2.308, -0.246], [0.631, 0.980, -0.519], [0.355, -0.123, 1.157], [-0.239, 0.175, -0.065], [-0.078, -0.115, -1.000], [-0.542, -0.122, -0.179], [0.226, 0.032, 0.430], [-0.495, 0.520, 0.319], [0.296, 0.086, -0.295], [-0.524, -0.199, 0.243], [1.108, 0.323, -0.146], [0.153, -0.015, -0.250], [-0.158, 0.009, -0.310], [-0.448, 0.119, -0.075], [-0.073, -0.029, 0.052]],
  "mulliken_charge": [-0.632, -0.483, -0.582, -0.582, 0.045, -0.092, -1.016, 0.359, 0.361, 0.320, 0.325, 0.358, 0.389, 0.493, 0.369, 0.349, 0.331, 0.336, 0.351],
  "largest_force_ha_per_bohr": 0.064,
  "total_charge": 1,
  "multiplicity": 2,
  "e_homo_ev": [-14.20, -14.18],
  "e_tot_ev": -8453.85743
}



(5)
{
  "formula": "C6H12O",
  "method": "the ωB97M-V functional and the def2-TZVPD basis",
  "elements": ["C", "C", "C", "C", "C", "C", "H", "H", "H", "H", "H", "H", "H", "H", "H", "H", "H", "H", "O"],
  "coordinates": [[2.58800, -0.41710, -1.69824], [2.27935, -0.88214, -0.26981], [1.26012, 0.02434, 0.34626], [1.60097, 1.14874, 1.09643], [-0.95739, 0.84538, -0.36158], [-0.10008, -0.16309, -0.04524], [3.05058, 0.57264, -1.66869], [1.63932, -0.32721, -2.22086], [3.21672, -1.07559, -2.26089], [3.14066, -0.91458, 0.39616], [1.90309, -1.90480, -0.25433], [0.82164, 1.87967, 1.26187], [2.61659, 1.19391, 1.46274], [-2.00448, 0.63243, -0.55622], [-0.64394, 1.86928, -0.25524], [-0.46742, -1.17682, -0.13683], [-6.99046, -1.09870, 1.48279], [-6.23652, -0.03020, 2.25483], [-6.71675, -0.17618, 1.42684]],
  "forces_ev_per_angstrom": [[-0.583, 0.911, 0.407], [0.171, -0.663, 1.323], [-0.017, 0.278, -1.370], [-0.188, -0.770, -0.578], [-0.182, -0.174, 1.173], [-0.388, -0.074, 0.193], [0.002, -0.083, -0.119], [-0.032, 0.045, -0.273], [0.403, -0.541, 0.018], [0.365, 0.171, -0.272], [-0.203, -0.070, -0.256], [0.373, 0.261, 0.446], [-0.063, 0.500, 0.267], [0.218, 0.099, -0.431], [-0.073, 0.303, -0.305], [0.182, -0.189, -0.228], [-0.079, 0.074, -0.074], [-0.218, 0.037, -0.234], [0.314, -0.115, 0.317]],
  "mulliken_charge": [-1.043, -0.629, 0.742, -0.730, -0.664, -0.057, 0.342, 0.357, 0.354, 0.411, 0.343, 0.271, 0.341, 0.320, 0.290, 0.352, 0.327, 0.318, -0.645],
  "largest_force_ha_per_bohr": 0.029,
  "total_charge": 1,
  "multiplicity": 2,
  "e_homo_ev": [-13.57, -13.57],
  "e_tot_ev": -8454.06497
}



(6)
{
  "formula": "C6H12O12S3",
  "method": "the ωB97M-V functional and the def2-TZVPD basis",
  "elements": ["O", "S", "O", "O", "C", "C", "O", "H", "H", "H", "H", "O", "S", "O", "O", "C", "C", "O", "H", "H", "H", "H", "O", "S", "O", "O", "C", "C", "O", "H", "H", "H", "H"],
  "coordinates": [[0.59017, -4.63371, 0.25976], [-0.39436, -3.65291, -0.07430], [-0.98279, -3.51551, -1.40598], [-1.68251, -3.62227, 0.89082], [-1.33416, -3.04870, 2.13472], [-0.06374, -2.05132, 1.82246], [0.09520, -2.11609, 0.50804], [-2.21531, -2.51122, 2.48512], [-0.89612, -3.91848, 2.62432], [0.75074, -2.47854, 2.40744], [-0.29511, -1.03334, 2.13596], [3.05230, 1.88879, -3.55802], [2.30018, 1.65031, -2.31206], [2.45652, 2.58403, -1.14864], [0.72314, 1.07958, -2.60970], [0.40516, -0.23382, -2.44064], [1.78378, -0.78684, -2.42463], [2.64820, 0.15868, -1.71979], [-0.13608, -0.50412, -1.53394], [-0.00583, -0.46699, -3.42289], [2.24290, -0.87378, -3.40939], [1.85162, -1.73622, -1.89341], [-2.74232, 1.33821, 0.52274], [-2.53307, 2.55495, 1.42502], [-3.65691, 3.11423, 2.17062], [-1.21221, 2.33418, 2.39585], [0.00735, 2.57141, 1.74016], [-0.38733, 3.11368, 0.26616], [-1.71610, 3.73644, 0.57296], [0.60349, 3.26653, 2.33134], [0.61322, 1.66638, 1.69630], [-0.30746, 2.33262, -0.48992], [0.43744, 3.79385, 0.05352]],
  "forces_ev_per_angstrom": [[-0.663, 0.740, -0.054], [-2.394, 2.084, -1.302], [2.079, -0.243, 2.297], [0.686, -0.309, -1.376], [1.701, 0.362, -0.235], [-2.194, -1.150, 3.644], [0.735, -1.687, -4.614], [0.251, -0.505, 0.448], [-0.656, 0.520, 1.376], [0.382, 0.311, -0.121], [0.089, -0.017, -0.106], [-2.396, -0.237, 2.741], [1.167, -1.450, 1.566], [-1.172, -2.328, -3.602], [0.599, 6.420, -0.076], [1.366, -1.294, -0.795], [2.103, -1.658, 0.414], [-0.364, 0.923, -0.317], [-0.406, 0.423, -0.211], [-0.861, -0.760, 0.572], [-0.389, -0.219, -0.174], [0.237, 0.125, -0.010], [0.839, 4.077, 3.239], [0.093, -1.521, -1.977], [2.705, -1.081, -1.496], [-2.268, -0.614, 0.360], [0.259, -0.007, -1.850], [0.870, -0.043, 2.951], [0.298, -1.920, -0.659], [-0.402, 0.414, -0.148], [-0.279, -0.244, -0.231], [-1.084, 0.043, 0.066], [-0.931, 0.843, -0.319]],
  "mulliken_charge": [-0.514, 1.078, -0.527, -0.314, -0.503, -0.154, -0.216, 0.304, 0.353, 0.252, 0.214, -0.544, 1.185, -0.522, -0.363, 0.066, -0.457, -0.364, 0.208, 0.243, 0.373, 0.246, -0.519, 1.074, -0.525, -0.314, -0.248, -0.201, -0.396, 0.281, 0.223, 0.151, 0.432],
  "largest_force_ha_per_bohr": 0.125,
  "total_charge": 0,
  "multiplicity": 1,
  "e_homo_ev": -11.42,
  "e_tot_ev": -63486.43229
}